Entry 1:
Computed, not measured: a structure of composition C28H32BrF6N4O6ReS2, with the ωB97M-V functional and the def2-TZVPD basis.

```
80
Properties=species:S:1:pos:R:3
Re 1.189 -0.248 -1.401
C 4.591 -3.174 2.043
C 3.869 -1.997 2.150
C 2.989 -1.623 1.143
C 2.840 -2.456 0.044
C 3.549 -3.648 -0.071
C 4.431 -3.996 0.932
N 1.897 -2.109 -0.988
N 1.589 -3.069 -1.748
C 0.526 -2.781 -2.604
C 0.078 -3.763 -3.475
C -1.069 -3.510 -4.201
C -1.737 -2.304 -4.008
C -1.213 -1.365 -3.144
N -0.079 -1.590 -2.465
H 5.281 -3.456 2.826
H 3.984 -1.359 3.014
H 2.428 -0.714 1.240
H 3.420 -4.282 -0.935
H 4.995 -4.913 0.850
H 0.626 -4.689 -3.546
H -1.449 -4.245 -4.896
H -2.651 -2.075 -4.531
H -1.698 -0.412 -2.972
C -4.898 1.017 3.765
C -4.050 -0.255 3.882
C -3.473 -0.350 5.298
C -4.954 -1.462 3.639
C -2.890 -0.201 2.886
C -2.518 -1.288 2.117
C -1.433 -1.182 1.253
Br -0.909 -2.744 0.315
C -0.724 -0.022 1.117
O 0.291 -0.002 0.195
C -1.022 1.076 1.920
C -2.115 0.946 2.774
C -0.216 2.376 1.891
C -0.365 3.066 0.536
C 1.261 2.083 2.167
C -0.702 3.360 2.956
H -5.783 0.928 4.396
H -5.230 1.180 2.741
H -4.358 1.903 4.092
H -4.278 -0.372 6.030
H -2.836 0.505 5.522
H -2.879 -1.255 5.418
H -5.803 -1.418 4.319
H -4.442 -2.404 3.827
H -5.342 -1.479 2.621
H -3.049 -2.224 2.171
H -2.376 1.786 3.398
H 0.032 2.463 -0.274
H 0.176 4.012 0.542
H -1.413 3.280 0.327
H 1.757 1.638 1.302
H 1.375 1.419 3.025
H 1.781 3.012 2.397
H -1.729 3.678 2.790
H -0.077 4.250 2.910
H -0.623 2.956 3.965
F 0.545 3.711 -5.107
C 0.114 3.691 -3.858
F -1.017 4.360 -3.763
F 1.028 4.236 -3.070
S -0.203 1.906 -3.318
O 0.700 1.726 -2.153
O -1.597 1.778 -3.076
N 0.252 0.999 -4.520
S 1.520 0.106 -4.623
O 2.090 -0.266 -3.284
O 1.342 -0.977 -5.520
C 2.874 1.164 -5.306
F 4.028 0.522 -5.200
F 2.944 2.299 -4.632
F 2.596 1.419 -6.575
C 3.678 1.410 -1.538
O 2.758 0.609 -0.837
H 4.136 0.806 -2.324
H 4.440 1.705 -0.816
H 3.196 2.295 -1.965
```

Properties
largest force on an atom = 1.45 eV/A
multiplicity = 2
energy = -157941.6287 eV
net charge = +1
expectation value of S² = 0.768
energy above the lowest of the compared OMol25 structures with the same formula, charge and spin = 5.52 kcal per mole

---

Entry 2:
Computed, not measured: a structure of composition C28H32Cl2O2SiW, with the ωB97M-V functional and the def2-TZVPD basis.

```
66
Properties=species:S:1:pos:R:3
C -0.813 0.763 -2.518
C -1.665 -0.373 -2.226
C -0.811 -1.447 -1.772
C -3.149 -0.382 -2.145
C 0.552 -0.989 -1.789
C 0.567 0.363 -2.258
C 1.824 1.149 -2.471
C -1.276 2.144 -2.815
C -1.221 -2.852 -1.454
C 1.756 -1.893 -1.748
W -0.680 0.299 -0.444
Cl -2.531 0.093 0.993
Cl 0.025 2.376 0.131
O 1.277 -0.025 1.575
H -3.554 0.579 -1.813
H -3.509 -1.151 -1.454
H -3.575 -0.596 -3.126
H -2.014 -2.900 -0.694
H -0.372 -3.449 -1.084
H -1.598 -3.347 -2.363
H 1.648 -2.725 -1.042
H 2.686 -1.368 -1.500
H 1.907 -2.347 -2.742
H 2.668 0.707 -1.920
H 1.749 2.191 -2.137
H 2.086 1.131 -3.537
H -2.093 2.473 -2.144
H -1.668 2.174 -3.839
H -0.459 2.881 -2.725
H 1.855 -0.804 1.503
O 2.793 3.825 0.393
H 3.684 4.155 0.117
C -0.609 4.549 4.300
C 0.542 4.317 3.547
C 0.837 3.049 3.071
C -0.043 1.978 3.328
C -1.224 2.233 4.035
C -1.477 3.492 4.539
Si 0.523 0.219 3.050
C 2.133 0.109 3.964
C 3.270 0.773 3.487
C 4.516 0.405 3.985
C 4.611 -0.608 4.941
C 3.474 -1.294 5.378
C 2.221 -0.945 4.877
C -0.588 -1.217 3.243
C -0.247 -2.467 2.671
C -0.945 -3.622 3.029
C -2.020 -3.539 3.927
C -2.386 -2.299 4.452
C -1.677 -1.158 4.123
H -0.830 5.542 4.675
H 1.235 5.125 3.326
H 1.762 2.915 2.501
H -1.927 1.429 4.231
H -2.369 3.634 5.140
H 3.194 1.549 2.715
H 5.396 0.915 3.598
H 5.582 -0.891 5.334
H 3.522 -2.123 6.082
H 1.302 -1.496 5.129
H 0.605 -2.584 1.993
H -0.621 -4.589 2.622
H -2.569 -4.441 4.208
H -3.217 -2.214 5.155
H -1.933 -0.219 4.590
```

Properties
largest force on an atom = 2.79 eV/A
multiplicity = 3
energy = -68398.4773 eV
net charge = -2
expectation value of S² = 2.015
energy above the lowest of the compared OMol25 structures with the same formula, charge and spin = 74.28 kcal per mole

---

Entry 3:
Computed, not measured: a structure of composition C28H32ClN5O14S2, with the ωB97M-V functional and the def2-TZVPD basis.

```
82
Properties=species:S:1:pos:R:3
N -6.070 -0.623 5.234
C -5.663 -0.585 4.157
O -5.049 -0.470 3.012
C -4.566 -1.652 2.436
C -4.788 -1.862 1.127
C -4.276 -3.022 0.472
Cl -4.667 -3.122 -1.221
C -3.534 -3.986 1.078
C -2.952 -5.188 0.377
C -1.436 -5.321 0.595
C -0.669 -4.092 0.071
C 0.598 -3.756 0.896
C 0.569 -2.322 1.480
C 1.904 -1.537 1.381
C 2.575 -1.254 2.728
S 2.235 0.372 3.506
C 1.124 1.182 2.440
N 1.248 1.554 1.208
N 0.054 2.167 0.870
C -0.687 2.149 1.919
O -0.079 1.533 2.960
C -3.307 -3.785 2.487
N -2.639 -4.578 3.315
S -2.647 -3.884 4.767
N -3.482 -2.562 4.443
C -3.813 -2.613 3.160
H -5.357 -1.150 0.546
H -3.462 -6.110 0.659
H -3.090 -5.027 -0.692
H -1.112 -6.222 0.070
H -1.202 -5.462 1.646
H -0.366 -4.304 -0.955
H -1.329 -3.223 0.067
H 1.455 -3.882 0.233
H 0.748 -4.482 1.694
H -0.203 -1.766 0.947
H 0.305 -2.418 2.536
H 1.760 -0.644 0.783
H 2.588 -2.171 0.820
H 3.655 -1.304 2.598
H 2.308 -2.030 3.441
H -1.680 2.550 2.013
C 0.324 4.542 -1.609
C 0.356 3.204 -2.307
O -0.540 3.421 -3.418
C -0.581 4.747 -3.671
O -1.094 5.231 -4.634
O 0.034 5.447 -2.697
H 1.268 4.805 -1.140
H -0.478 4.612 -0.875
H 1.344 2.956 -2.698
H -0.002 2.392 -1.679
C 2.384 6.645 -5.227
C 2.885 8.014 -4.816
O 3.168 7.826 -3.427
C 3.383 6.509 -3.209
O 3.793 6.050 -2.193
O 3.062 5.782 -4.307
H 2.634 6.390 -6.254
H 1.308 6.534 -5.082
H 3.806 8.294 -5.330
H 2.148 8.801 -4.950
C -3.812 1.754 -2.527
C -3.699 3.132 -3.147
O -3.473 3.963 -2.002
C -2.943 3.198 -1.028
O -2.457 3.623 -0.028
O -3.000 1.888 -1.354
H -3.427 0.961 -3.161
H -4.833 1.512 -2.225
H -2.843 3.217 -3.813
H -4.596 3.446 -3.673
C 6.810 -3.742 1.954
C 6.626 -5.227 2.198
O 5.276 -5.291 2.671
C 4.615 -4.203 2.217
O 3.441 -4.038 2.292
O 5.475 -3.318 1.659
H 7.470 -3.518 1.120
H 7.159 -3.212 2.842
H 6.703 -5.814 1.282
H 7.306 -5.632 2.942
```

Properties
largest force on an atom = 0.94 eV/A
energy = -99861.6873 eV
net charge = 0
energy above the lowest of the compared OMol25 structures with the same formula, charge and spin = 0.00 kcal per mole